1.
This record from the Open Molecules 2025 dataset describes a molecular structure, C20H42F6InN7O10S2 at a distorted geometry. The level of theory is ωB97M-V/def2-TZVPD.

```
88
Properties=species:S:1:pos:R:3:lowdin_charge:R:1
O 0.677 2.227 -0.554 -0.06
C -2.377 2.116 -3.176 0.02
F -4.247 -0.234 2.160 0.14
F -3.163 -1.119 3.808 0.16
H -0.930 3.543 4.777 0.10
N -0.829 -4.139 -2.407 0.05
O -1.842 1.092 1.360 -0.04
C 2.413 -3.879 -3.000 -0.04
H -0.381 2.211 3.008 0.13
C 1.394 5.191 1.412 -0.02
H -1.492 -5.109 -0.710 0.10
O -1.159 0.739 -1.707 -0.03
F 1.072 -4.069 1.838 0.08
C 3.920 1.087 0.339 -0.48
S -2.737 -2.225 1.387 0.65
C 0.498 4.500 -1.277 0.04
H 4.985 0.366 2.018 0.11
H -1.670 4.621 3.585 0.09
F -0.796 -5.190 1.669 0.16
H 5.069 -3.631 -0.094 0.09
C 0.003 -4.577 2.513 -0.66
H -2.668 3.463 4.379 0.09
H 0.697 5.882 0.951 0.09
N -1.178 -2.096 2.029 -0.29
C -1.321 -2.228 -3.784 0.04
H 5.748 0.017 0.526 0.09
C 3.256 -2.884 -0.928 -0.49
H 0.226 -4.370 -0.575 0.07
C -2.291 1.105 -2.077 -0.50
C -1.018 -2.823 -2.434 -0.53
H 4.111 4.315 -0.515 0.08
H 5.839 1.666 1.266 0.08
H 4.890 -1.893 0.076 0.06
H -1.423 2.587 -3.402 0.08
N -1.295 2.626 2.958 0.04
H -1.922 -1.329 -3.666 0.08
O 0.132 -2.477 4.083 -0.25
H -3.308 3.809 1.719 0.10
C -3.471 2.746 1.914 0.03
C -2.124 2.089 2.052 -0.49
N 3.429 -3.682 -1.989 0.05
C -0.533 -4.874 -1.166 -0.03
C 4.349 -2.836 0.100 0.03
H -4.104 2.546 2.776 0.10
H -0.367 -2.060 -4.281 0.10
N 1.064 3.818 0.999 0.04
H 1.640 -3.117 -2.990 0.07
H 1.433 5.270 2.491 0.09
H -3.125 2.886 -2.998 0.10
H -0.040 -5.807 -1.449 0.10
H -1.104 -4.727 -3.177 0.15
O 2.175 -2.316 -0.699 -0.05
H 2.838 -3.887 -4.001 0.10
H -3.999 2.427 1.017 0.09
H -0.168 5.290 -0.932 0.10
O -3.181 -3.562 1.240 -0.22
N 3.691 2.284 -0.185 0.05
H 3.945 -2.931 1.104 0.10
H 1.916 -4.836 -2.827 0.09
H -3.216 -0.002 -0.784 0.08
H -1.981 -2.836 -4.406 0.10
S -0.854 -3.075 3.245 0.56
H 5.361 3.469 0.386 0.09
H -5.442 1.154 -1.544 0.09
C 0.758 3.435 -0.245 -0.52
F 0.506 -5.375 3.419 0.20
F -4.853 -2.127 2.981 0.21
C -1.666 3.600 3.982 -0.04
H 2.741 2.375 -0.520 0.10
H 4.373 -3.988 -2.157 0.15
C -4.730 0.605 -2.161 -0.03
O -2.009 -3.608 3.888 -0.22
H -2.621 1.661 -4.142 0.10
O -2.814 -1.387 0.244 -0.33
C -3.830 -1.373 2.704 -0.67
O -0.939 -2.132 -1.424 -0.04
H 1.169 3.067 1.658 0.13
H 5.130 3.159 -1.366 0.10
H -0.045 4.036 -2.094 0.08
H -5.024 -0.392 -2.466 0.10
C 4.639 3.371 -0.417 -0.02
In 0.272 -0.495 0.336 1.48
H -4.725 1.230 -3.057 0.08
O 2.995 0.236 0.394 -0.06
H 2.398 5.391 1.030 0.08
C 5.212 0.810 1.046 0.03
H 1.467 4.913 -1.558 0.10
N -3.421 0.659 -1.529 0.05
```

Calculated values
- Frontier orbital gap: 4.8 eV
- LUMO energy: -9.84 eV
- Total energy: -3508.1119 Eh
- Net charge: +2



2.
This record from the Open Molecules 2025 dataset describes a molecular structure, C20H42GeN3O7STi. The level of theory is ωB97M-V/def2-TZVPD.

```
75
Properties=species:S:1:pos:R:3:lowdin_charge:R:1
H 0.517 -2.617 -1.902 0.09
H -1.366 -0.948 2.530 0.12
C -1.669 -2.917 3.353 -0.04
C 0.561 3.097 -2.149 -0.69
C -1.330 -4.255 3.221 -0.05
H -1.301 0.829 0.749 0.06
C -1.810 3.530 1.774 -0.69
H 0.243 4.704 -3.572 0.09
C 1.609 1.158 3.850 -0.04
H -2.702 -1.135 0.450 0.10
H -2.318 -2.571 4.146 0.11
S 2.880 -1.270 -1.266 0.34
H -1.760 -3.034 -0.929 0.11
H 2.545 2.328 -1.735 0.07
C -2.322 3.432 3.207 -0.04
C -2.510 -1.169 -1.689 -0.17
H -0.486 5.200 2.162 0.08
C -1.552 -2.349 -1.755 -0.23
H -0.977 5.041 0.456 0.06
C 0.179 1.977 -3.113 -0.03
H 4.223 0.730 2.985 0.09
C -0.477 -4.633 2.197 -0.03
H 0.672 1.051 -2.811 0.06
O 2.250 -2.068 -0.098 -0.44
H 0.493 2.216 -4.131 0.09
H 2.368 4.075 -1.441 0.07
C -2.508 -0.427 -0.360 -0.23
H -3.166 4.106 3.369 0.09
Ge 0.823 2.828 0.740 1.13
C 2.276 -1.178 3.266 -0.03
H 3.038 -1.215 4.047 0.09
H -1.068 0.967 -0.812 0.07
H -3.523 -1.529 -1.878 0.12
N -0.159 -1.896 -1.653 -0.03
H -1.526 3.688 3.908 0.09
C 3.467 0.733 2.198 -0.03
N -0.343 -2.376 1.450 -0.01
H 0.017 -1.178 -2.356 0.09
C -1.150 -2.008 2.450 -0.13
C -2.919 3.171 0.788 -0.03
O 1.940 -0.049 -1.222 -0.45
N -1.230 0.254 -0.097 -0.02
C 2.077 3.247 -2.091 -0.07
O 2.643 -2.003 -2.492 -0.32
Ti 0.710 -0.830 0.197 0.93
H 2.578 -1.845 2.456 0.08
H 1.542 2.191 3.509 0.05
H -2.645 2.411 3.418 0.08
H -2.109 5.674 1.651 0.09
H -1.177 4.310 -2.584 0.08
C -0.001 -3.661 1.335 -0.11
O 1.174 0.224 1.664 -0.36
H -0.168 -5.660 2.066 0.11
H 2.276 1.125 4.713 0.09
O -0.739 2.585 1.664 -0.38
H 2.460 3.465 -3.090 0.09
C -0.090 4.411 -2.575 -0.04
H -3.328 0.298 -0.360 0.11
H 0.612 0.843 4.165 0.08
H 1.336 -1.534 3.692 0.07
H -2.527 3.168 -0.230 0.08
C -1.311 4.947 1.492 -0.06
H 0.698 -3.897 0.541 0.12
H 0.177 5.209 -1.878 0.08
H 3.805 0.092 1.382 0.08
H -0.906 1.844 -3.113 0.08
H 3.376 1.750 1.816 0.05
H -1.717 -4.992 3.913 0.11
O -0.003 2.744 -0.874 -0.37
O 4.234 -0.902 -0.978 -0.28
C 2.123 0.246 2.737 -0.68
H -1.720 -2.900 -2.684 0.12
H -3.739 3.890 0.851 0.09
H -2.275 -0.469 -2.500 0.11
H -3.323 2.183 1.020 0.07
```

Calculated values
- Frontier orbital gap (spin up / spin down): 7.5 / 8.5 eV
- ⟨S²⟩: 0.75
- Spin multiplicity: 2
- LUMO energy (spin up / spin down): -0.11 / -0.17 eV
- Total energy: -4803.0490 Eh



3.
This record from the Open Molecules 2025 dataset describes a molecular structure, C20H42MoN3O3PS2Si2 at a distorted geometry. The level of theory is ωB97M-V/def2-TZVPD.

```
74
Properties=species:S:1:pos:R:3:lowdin_charge:R:1
P 9.219 13.597 7.226 -0.08
C 13.298 10.893 6.052 -0.16
N 7.253 7.653 8.240 0.23
H 6.048 14.918 6.548 0.15
H 11.824 13.932 6.497 0.09
H 7.257 14.326 4.460 0.09
H 8.078 7.086 8.279 0.08
H 5.254 11.501 7.874 0.10
Mo 9.920 10.777 8.134 1.17
C 14.690 9.836 8.846 -0.15
H 9.998 7.301 9.405 0.03
C 13.253 12.511 8.701 -0.19
C 11.650 9.731 8.411 -0.48
H 12.053 8.018 12.869 0.13
H 12.962 8.085 10.503 0.13
H 8.372 16.906 7.085 0.08
H 14.217 11.316 5.663 0.05
C 7.381 16.490 7.214 -0.03
H 13.236 15.703 7.645 0.10
C 11.594 8.628 12.092 0.00
C 7.462 15.242 5.003 -0.03
H 12.621 15.827 5.000 0.11
Si 11.548 8.031 7.445 0.54
C 10.620 6.851 8.630 -0.17
N 6.176 9.653 7.793 0.08
C 10.520 9.433 12.429 -0.04
H 13.118 6.410 6.515 0.05
C 12.093 8.687 10.785 0.00
S 9.664 12.921 9.093 0.43
H 11.963 15.152 8.739 0.07
C 7.104 15.192 6.477 -0.37
H 14.702 10.208 9.855 0.03
S 9.673 12.072 6.005 0.38
H 10.855 7.206 5.229 0.06
H 12.375 13.151 8.447 -0.04
C 6.217 11.113 7.597 -0.02
O 10.030 14.883 6.926 -0.30
H 6.974 11.565 8.212 0.04
H 6.380 7.160 8.085 0.14
C 11.428 9.493 9.858 -0.42
H 6.432 11.361 6.543 0.10
H 11.337 6.205 9.149 0.05
H 13.921 7.987 6.587 0.04
H 13.746 7.010 8.068 0.03
C 13.271 7.297 7.138 -0.16
C 11.515 14.962 6.615 -0.40
H 10.160 9.480 13.448 0.12
H 8.506 15.543 4.837 0.08
H 10.013 6.129 8.079 0.04
Si 13.293 10.766 7.948 0.56
H 6.823 16.019 4.577 0.10
H 9.566 8.203 5.888 0.00
H 11.186 16.709 5.476 0.09
H 13.280 12.511 9.820 0.06
H 10.958 8.988 5.185 0.03
H 12.456 11.505 5.757 -0.02
H 6.639 17.202 6.876 0.10
H 15.650 10.083 8.410 0.05
C 10.629 8.133 5.789 -0.17
C 7.291 8.976 7.978 -0.50
H 5.278 9.203 7.881 0.17
H 14.152 13.043 8.368 0.05
H 13.130 9.932 5.575 0.01
H 11.754 16.677 7.876 0.10
H 9.009 10.808 11.683 0.13
H 14.620 8.752 8.920 0.01
H 11.026 15.221 4.533 0.09
C 11.575 15.723 5.322 -0.02
H 7.184 16.382 8.280 0.09
C 9.893 10.201 11.475 -0.08
C 12.161 15.663 7.792 -0.03
O 7.736 14.032 7.159 -0.29
O 8.440 9.510 7.852 -0.21
N 10.308 10.144 10.200 -0.07
```

Calculated values
- Frontier orbital gap (spin up / spin down): 7.7 / 8.2 eV
- ⟨S²⟩: 2.02
- Spin multiplicity: 3
- LUMO energy (spin up / spin down): -6.67 / -6.55 eV
- Total energy: -2961.8995 Eh
- Net charge: +2



Repeat the second record exactly.
This record from the Open Molecules 2025 dataset describes a molecular structure, C20H42GeN3O7STi. The level of theory is ωB97M-V/def2-TZVPD.

```
75
Properties=species:S:1:pos:R:3:lowdin_charge:R:1
H 0.517 -2.617 -1.902 0.09
H -1.366 -0.948 2.530 0.12
C -1.669 -2.917 3.353 -0.04
C 0.561 3.097 -2.149 -0.69
C -1.330 -4.255 3.221 -0.05
H -1.301 0.829 0.749 0.06
C -1.810 3.530 1.774 -0.69
H 0.243 4.704 -3.572 0.09
C 1.609 1.158 3.850 -0.04
H -2.702 -1.135 0.450 0.10
H -2.318 -2.571 4.146 0.11
S 2.880 -1.270 -1.266 0.34
H -1.760 -3.034 -0.929 0.11
H 2.545 2.328 -1.735 0.07
C -2.322 3.432 3.207 -0.04
C -2.510 -1.169 -1.689 -0.17
H -0.486 5.200 2.162 0.08
C -1.552 -2.349 -1.755 -0.23
H -0.977 5.041 0.456 0.06
C 0.179 1.977 -3.113 -0.03
H 4.223 0.730 2.985 0.09
C -0.477 -4.633 2.197 -0.03
H 0.672 1.051 -2.811 0.06
O 2.250 -2.068 -0.098 -0.44
H 0.493 2.216 -4.131 0.09
H 2.368 4.075 -1.441 0.07
C -2.508 -0.427 -0.360 -0.23
H -3.166 4.106 3.369 0.09
Ge 0.823 2.828 0.740 1.13
C 2.276 -1.178 3.266 -0.03
H 3.038 -1.215 4.047 0.09
H -1.068 0.967 -0.812 0.07
H -3.523 -1.529 -1.878 0.12
N -0.159 -1.896 -1.653 -0.03
H -1.526 3.688 3.908 0.09
C 3.467 0.733 2.198 -0.03
N -0.343 -2.376 1.450 -0.01
H 0.017 -1.178 -2.356 0.09
C -1.150 -2.008 2.450 -0.13
C -2.919 3.171 0.788 -0.03
O 1.940 -0.049 -1.222 -0.45
N -1.230 0.254 -0.097 -0.02
C 2.077 3.247 -2.091 -0.07
O 2.643 -2.003 -2.492 -0.32
Ti 0.710 -0.830 0.197 0.93
H 2.578 -1.845 2.456 0.08
H 1.542 2.191 3.509 0.05
H -2.645 2.411 3.418 0.08
H -2.109 5.674 1.651 0.09
H -1.177 4.310 -2.584 0.08
C -0.001 -3.661 1.335 -0.11
O 1.174 0.224 1.664 -0.36
H -0.168 -5.660 2.066 0.11
H 2.276 1.125 4.713 0.09
O -0.739 2.585 1.664 -0.38
H 2.460 3.465 -3.090 0.09
C -0.090 4.411 -2.575 -0.04
H -3.328 0.298 -0.360 0.11
H 0.612 0.843 4.165 0.08
H 1.336 -1.534 3.692 0.07
H -2.527 3.168 -0.230 0.08
C -1.311 4.947 1.492 -0.06
H 0.698 -3.897 0.541 0.12
H 0.177 5.209 -1.878 0.08
H 3.805 0.092 1.382 0.08
H -0.906 1.844 -3.113 0.08
H 3.376 1.750 1.816 0.05
H -1.717 -4.992 3.913 0.11
O -0.003 2.744 -0.874 -0.37
O 4.234 -0.902 -0.978 -0.28
C 2.123 0.246 2.737 -0.68
H -1.720 -2.900 -2.684 0.12
H -3.739 3.890 0.851 0.09
H -2.275 -0.469 -2.500 0.11
H -3.323 2.183 1.020 0.07
```

Calculated values
- Frontier orbital gap (spin up / spin down): 7.5 / 8.5 eV
- ⟨S²⟩: 0.75
- Spin multiplicity: 2
- LUMO energy (spin up / spin down): -0.11 / -0.17 eV
- Total energy: -4803.0490 Eh



Which value of total energy does entry 1 give? -3508.1119 Eh



total energy of number 3 (C20H42MoN3O3PS2Si2)? -2961.8995 Eh



Which formula does entry 2 have? C20H42GeN3O7STi